## P
A gas-phase ion, FH3O3P (charge +1). Source: the Open Molecules 2025 dataset; level of theory: ωB97M-V/def2-TZVPD.

The HOMO energy comes out at -19.532 eV. The value obtained for the gap between HOMO and LUMO is 15.35 eV.

```
! RIJCOSX wB97M-V def2-TZVPD def2/J DEFGRID3
* xyz 1 1
O 0.341 -1.318 0.633
O 0.360 0.105 -1.452
O 0.364 1.200 0.821
F -1.655 0.015 -0.005
P -0.090 0.000 0.000
H 0.202 -2.153 0.176
H 0.252 0.923 -1.946
H 0.227 1.229 1.773
*
```


## Q
2 unconnected molecules or ions with the total composition FH3O3P. Source: the Open Molecules 2025 dataset; level of theory: ωB97M-V/def2-TZVPD.

The HOMO energy (alpha / beta) comes out at -18.116 / -16.809 eV. The value obtained for the gap between HOMO and LUMO (alpha / beta) is 10.08 / 8.94 eV.

```
! RIJCOSX wB97M-V def2-TZVPD def2/J DEFGRID3
* xyz 1 1
O 1.169 -0.993 -0.068
O -1.083 -0.847 0.784
O -0.374 0.541 -1.363
F 0.373 1.764 1.764
P 0.005 -0.012 0.045
H 2.064 -1.151 -0.358
H -1.861 -0.591 1.174
H -0.293 1.290 -1.978
*
```


Name the most stable of them. P.


## P
C5H11B in the gas phase. Source: the Open Molecules 2025 dataset; level of theory: ωB97M-V/def2-TZVPD.

The HOMO energy comes out at -9.939 eV. The value obtained for the gap between HOMO and LUMO is 10.54 eV.

```
! RIJCOSX wB97M-V def2-TZVPD def2/J DEFGRID3
* xyz 0 1
B -0.277 -0.116 0.215
C -2.261 0.573 1.590
C -1.747 0.415 0.405
C 0.776 0.595 1.183
C 1.629 -0.581 -1.768
C 0.221 -0.917 -1.080
H -3.250 0.832 1.917
H -1.638 0.377 2.392
H -2.268 0.594 -0.558
H 1.553 -0.038 1.472
H 0.443 0.889 2.129
H 1.301 1.519 0.862
H 1.428 -0.300 -2.852
H 2.119 0.306 -1.315
H 2.423 -1.414 -1.821
H -0.633 -0.813 -1.930
H 0.180 -1.921 -0.840
*
```


## Q
A molecular structure, C5H11B. Source: the Open Molecules 2025 dataset; level of theory: ωB97M-V/def2-TZVPD.

The HOMO energy comes out at -9.003 eV. The value obtained for the gap between HOMO and LUMO is 9.66 eV.

```
! RIJCOSX wB97M-V def2-TZVPD def2/J DEFGRID3
* xyz 0 1
B 0.408 -0.177 -0.366
C 2.731 1.030 0.171
C 2.139 -0.033 -0.334
C -2.139 0.823 0.455
C 0.169 -1.570 0.270
C -1.539 0.485 -0.928
H 3.831 1.044 0.303
H 2.037 1.906 0.560
H 2.578 -1.004 -0.521
H -1.516 1.502 0.979
H -2.490 -0.154 0.985
H -3.044 1.310 0.228
H 0.932 -2.047 0.791
H 0.272 -2.212 -0.577
H -0.808 -1.781 0.861
H -1.501 1.228 -1.623
H -2.060 -0.348 -1.255
*
```


Name the most stable of them. P.


## P
2 unconnected molecules or ions with the total composition C4H12NO3. Source: the Open Molecules 2025 dataset; level of theory: ωB97M-V/def2-TZVPD.

The HOMO energy (alpha / beta) comes out at -20.156 / -20.145 eV. Its expectation value of S² is 0.75. The value obtained for the gap between HOMO and LUMO (alpha / beta) is 11.17 / 6.55 eV.

```
! RIJCOSX wB97M-V def2-TZVPD def2/J DEFGRID3
* xyz 2 2
C -1.911 0.643 -1.220
C -0.572 0.174 -0.704
C -1.017 -0.931 0.355
C 0.083 -1.567 1.195
O 0.073 -2.512 2.065
O 1.229 -1.246 0.781
N 0.239 1.267 0.047
H -1.711 0.986 -2.244
H -2.596 -0.237 -1.251
H -2.654 1.414 -0.857
H 0.070 -0.249 -1.494
H -1.846 -0.696 1.010
H -1.395 -1.840 -0.193
H 0.960 -2.897 2.248
H 1.297 1.155 -0.085
H 0.101 2.173 -0.410
H 0.015 1.284 1.034
H 3.471 0.288 0.182
H 3.249 1.732 -0.528
O 2.913 1.059 0.073
*
```


## Q
2 unconnected molecules or ions with the total composition C4H12NO3. Source: the Open Molecules 2025 dataset; level of theory: ωB97M-V/def2-TZVPD.

The HOMO energy (alpha / beta) comes out at -18.969 / -18.969 eV. Its expectation value of S² is 0.76. The value obtained for the gap between HOMO and LUMO (alpha / beta) is 9.86 / 4.51 eV.

```
! RIJCOSX wB97M-V def2-TZVPD def2/J DEFGRID3
* xyz 2 2
O -1.167 1.257 -1.409
C -1.912 0.577 -0.591
C -1.058 -0.365 0.339
N 0.423 -0.124 0.230
C 1.131 -1.379 -0.190
C -1.498 -0.197 1.761
O -3.104 0.622 -0.394
H -1.620 1.958 -1.947
H -1.267 -1.367 -0.070
H 0.795 0.118 1.153
H 0.763 0.580 -0.481
H 2.160 -1.105 -0.404
H 0.701 -1.604 -1.178
H 0.960 -2.294 0.373
H -0.874 -0.700 2.487
H -1.559 0.869 1.991
H -2.549 -0.488 1.932
H 3.555 0.566 -0.968
H 3.319 1.940 -1.419
O 2.800 1.135 -1.213
*
```


Name the most stable of them. P.


## P
C3H6FN3 in the gas phase. Source: the Open Molecules 2025 dataset; level of theory: ωB97M-V/def2-TZVPD.

The HOMO energy comes out at -7.927 eV. The value obtained for the gap between HOMO and LUMO is 8.87 eV.

```
! RIJCOSX wB97M-V def2-TZVPD def2/J DEFGRID3
* xyz 0 1
C -0.744 -1.000 0.620
C -0.676 0.324 0.979
C -0.297 1.458 0.171
H 0.055 -1.018 -1.251
H -0.420 -2.529 -0.651
H -1.192 -1.678 1.363
H -0.894 2.442 0.350
H 2.227 0.841 -1.437
H 1.707 0.117 0.006
N -0.495 -1.542 -0.616
N 0.525 1.501 -0.813
N 1.428 0.480 -0.923
F -1.223 0.604 2.203
*
```


## Q
C3H6FN3 in the gas phase. Source: the Open Molecules 2025 dataset; level of theory: ωB97M-V/def2-TZVPD.

The HOMO energy comes out at -8.107 eV. The value obtained for the gap between HOMO and LUMO is 8.71 eV.

```
! RIJCOSX wB97M-V def2-TZVPD def2/J DEFGRID3
* xyz 0 1
C 1.206 0.906 0.019
C 1.273 -0.495 -0.271
C 0.129 -1.304 -0.657
H -0.744 1.229 -0.170
H 0.306 2.530 -0.224
H 2.095 1.344 0.727
H 0.098 -2.267 -1.392
H -2.678 -0.602 0.555
H -1.423 -0.105 1.338
N 0.246 1.599 -0.473
N -1.140 -1.373 -0.182
N -1.676 -0.196 0.383
F 2.307 -1.265 0.348
*
```


Name the most stable of them. P.